#a
The following is a quantum chemistry calculation of a gas-phase ion, C7H14N4 (charge +2), from the OMol25 dataset.

ORCA input file:
```
! wB97M-V def2-TZVPD RIJCOSX def2/J DEFGRID3
* xyz 2 1
H -3.73 -1.44 0.55
N -2.90 -1.54 -0.01
C -2.05 -0.62 -0.03
C -2.23 0.83 0.56
N -0.85 1.47 0.42
N 0.04 0.53 -0.20
C 0.40 1.02 -1.46
C 1.34 0.43 0.67
C 2.24 -0.65 0.03
C 1.51 -2.01 0.01
N 0.03 -1.91 -0.18
C -0.64 -0.88 -0.21
H -3.05 1.36 0.05
H -2.58 0.71 1.57
H -0.81 2.33 -0.13
H -0.61 1.80 1.38
H -0.47 1.38 -2.03
H 1.13 1.75 -1.31
H 0.82 0.26 -2.04
H 1.16 0.04 1.74
H 1.91 1.45 0.75
H 3.10 -0.76 0.72
H 2.72 -0.24 -0.80
H 1.85 -2.67 -0.92
H 1.68 -2.66 0.86
*
```

Orbital gap (eV): 9.648
SMILES string: [H]/N=C1\C[NH2+][N@@+]2(C)CCCN=C12

#b
The following is a quantum chemistry calculation of a gas-phase ion, C7H14N4 (charge +2), from the OMol25 dataset.

ORCA input file:
```
! wB97M-V def2-TZVPD RIJCOSX def2/J DEFGRID3
* xyz 2 1
C -3.06 -0.18 1.27
N -1.92 -0.64 0.54
N -2.11 -1.34 -0.58
C -1.13 -1.56 -1.44
N 0.16 -1.29 -1.20
C 1.28 -0.99 -1.92
N 1.99 -1.09 -2.99
C 1.12 -0.28 -0.75
C 1.50 0.65 0.18
C 0.89 0.97 1.53
C 2.88 1.30 0.00
H -3.74 0.27 0.59
H -3.45 -1.09 1.89
H -2.77 0.58 1.94
H -1.08 -1.01 1.03
H -3.06 -1.25 -0.97
H -1.27 -2.18 -2.37
H 3.03 -0.78 -3.01
H 1.66 -1.56 -3.80
H 0.95 2.10 1.46
H -0.10 0.49 1.52
H 1.59 0.47 2.24
H 3.62 0.63 -0.26
H 2.89 2.12 -0.73
H 3.14 1.77 0.90
*
```

Orbital gap (alpha / beta) (eV): 7.388 / 7.387
SMILES string: CN/[NH+]=C\N1C(=[NH2+])C1=C(C)C

What is the least stable structure shown above? It is #a.